Entry 1:
{"formula": "C15H24O3", "method": "ωB97M-V/def2-TZVPD", "elements": ["C", "C", "C", "C", "C", "C", "C", "C", "C", "C", "C", "C", "C", "C", "O", "O", "C", "O", "H", "H", "H", "H", "H", "H", "H", "H", "H", "H", "H", "H", "H", "H", "H", "H", "H", "H", "H", "H", "H", "H", "H", "H"], "coordinates": [[3.60090, -0.29948, 1.17708], [3.49813, -0.45712, -0.35604], [2.55164, 0.54722, -1.06614], [2.29260, 1.86946, -0.31174], [0.88725, 1.86466, 0.35296], [-0.06901, 2.87326, -0.28741], [-1.55270, 2.68664, 0.06032], [-2.09687, 1.25874, -0.15848], [-2.04778, 0.41931, 1.12860], [-2.40916, -1.02632, 0.94182], [-1.99340, -1.92811, 0.08871], [-0.95119, -1.74926, -0.96607], [-0.45673, -3.06337, -1.62226], [-2.79328, -3.16479, 0.41316], [-2.92553, -4.16766, -0.14692], [-3.44307, -2.94926, 1.60732], [-3.42943, -1.60333, 1.88004], [-4.07161, -1.10694, 2.68677], [3.64918, -1.30263, 1.60355], [2.73976, 0.17927, 1.63483], [4.54606, 0.16761, 1.44457], [3.08739, -1.45242, -0.53727], [4.47385, -0.44775, -0.83148], [3.03126, 0.81654, -2.01039], [1.61973, 0.07365, -1.36183], [2.25262, 2.65252, -1.07135], [3.08430, 2.14545, 0.37929], [0.95322, 2.11659, 1.41602], [0.47850, 0.86083, 0.29372], [0.07738, 2.89892, -1.36982], [0.20913, 3.86802, 0.06980], [-1.78661, 3.01029, 1.07588], [-2.10579, 3.35849, -0.59822], [-1.52309, 0.82088, -0.97093], [-3.14343, 1.33453, -0.44901], [-1.09707, 0.52159, 1.64996], [-2.80636, 0.83038, 1.79692], [-1.30873, -1.05544, -1.72137], [-0.09767, -1.28856, -0.47092], [-0.95699, -3.93893, -1.23274], [-0.58159, -3.00815, -2.70037], [0.61423, -3.16533, -1.46055]], "mulliken_charge": [-1.1489, -0.3891, -0.5265, -1.0731, 0.6398, -0.9691, -1.0211, -0.3715, -0.2846, -0.0121, 0.4958, 0.7691, -1.2966, -0.0463, -0.4932, -0.3308, -0.0805, -0.4668, 0.4145, 0.2465, 0.2830, 0.1353, 0.4086, 0.4120, 0.2504, 0.4411, 0.4399, 0.3940, -0.6076, 0.4192, 0.3863, 0.4233, 0.3290, -0.0906, 0.4507, 0.4041, 0.5344, 0.2896, -0.3227, 0.3958, 0.2990, 0.2697], "energy_ev": -22086.5052, "relative_energy_ev": 0.000, "smiles": "CCCCCCCCCC1=C(CC)C(=O)OC1=O", "lumo_energy_ev": -0.20, "multiplicity": 1, "charge": 0}

=====

Entry 2:
{"formula": "C31H64N6O9P2", "method": "ωB97M-V/def2-TZVPD", "elements": ["C", "C", "O", "C", "C", "C", "C", "P", "C", "O", "C", "O", "C", "N", "C", "C", "C", "C", "O", "C", "C", "P", "O", "O", "N", "C", "C", "C", "C", "N", "H", "H", "H", "H", "H", "H", "H", "H", "H", "H", "H", "H", "H", "H", "H", "H", "H", "H", "H", "H", "H", "H", "H", "H", "H", "H", "H", "H", "H", "H", "H", "C", "O", "C", "C", "C", "N", "H", "H", "H", "H", "H", "H", "H", "H", "H", "H", "H", "C", "O", "C", "C", "C", "N", "H", "H", "H", "H", "H", "H", "H", "H", "H", "H", "H", "C", "O", "C", "C", "C", "N", "H", "H", "H", "H", "H", "H", "H", "H", "H", "H", "H"], "coordinates": [[0.48429, -5.15221, -1.83695], [1.35033, -4.75969, -0.46264], [0.58874, -3.88600, 0.45224], [1.24331, -3.74990, 1.76243], [1.37353, -2.16375, 2.27505], [0.60834, -1.10666, 1.24507], [-0.83890, -0.35743, 1.61833], [-1.55767, -0.74265, 3.34319], [-3.39220, -0.24616, 3.52084], [-1.56904, -2.50786, 3.54414], [-1.48351, 0.62339, 0.47487], [-2.78893, 1.30412, 0.76530], [-0.79020, 0.93232, -1.01379], [-1.55987, 1.82511, -1.94408], [-0.79897, 1.95244, -3.23514], [-1.53144, 2.87140, -4.42298], [-0.68664, 4.21050, -4.83464], [-0.27741, 4.32942, -6.41530], [-1.15820, 3.61502, -7.35107], [-0.40766, 2.97265, -8.44533], [0.63179, 1.26004, -3.58302], [1.47764, 1.50720, -5.31886], [3.08850, 0.78717, -5.16769], [0.56831, 0.52416, -6.43719], [1.37384, 0.37704, -2.61939], [0.62667, 0.20125, -1.32884], [1.32829, -0.80286, -0.19596], [2.76863, -1.49638, -0.57942], [3.94310, -0.35422, -0.32482], [3.95301, 0.18275, 1.09314], [-0.48135, -5.77123, -1.60528], [1.20739, -5.85701, -2.46676], [0.29037, -4.19812, -2.50745], [2.35031, -4.26630, -0.87073], [1.68848, -5.78399, 0.03878], [2.30177, -4.30063, 1.80234], [0.53548, -4.30111, 2.54919], [1.00493, -2.08950, 3.38369], [2.54732, -1.95849, 2.29856], [-4.02199, -0.35460, 2.53255], [-3.40500, 0.86174, 3.95088], [-3.86821, -0.92821, 4.36641], [-1.69645, -2.63205, 4.54015], [-2.64548, 1.98357, 1.49151], [-2.57562, 3.25667, -3.99073], [-1.75612, 2.12614, -5.29562], [-1.22853, 5.22995, -4.54037], [0.32823, 4.20014, -4.21757], [0.87331, 4.06197, -6.53479], [-0.35557, 5.48440, -6.70632], [0.67505, 2.62608, -8.16463], [-0.95731, 2.00465, -8.87343], [-0.31394, 3.72336, -9.35401], [2.88958, -0.21334, -5.14337], [0.12839, -0.17561, -5.84465], [2.75982, -1.71437, -1.74229], [3.05531, -2.42890, 0.06619], [4.97326, -0.92441, -0.48224], [3.80750, 0.49053, -1.15145], [3.09669, 0.73295, 1.32306], [4.14760, -0.56905, 1.79042], [-2.90270, 4.13021, 5.39452], [-3.63091, 2.92668, 5.58717], [-3.75998, 2.52784, 6.95539], [-4.90585, 3.23124, 7.71722], [-4.57756, 4.66606, 8.12185], [-6.15278, 3.22890, 6.93789], [-2.09263, 4.24550, 6.11995], [-3.57944, 4.98596, 5.43630], [-2.46795, 4.10494, 4.39113], [-3.98287, 1.45360, 6.92801], [-2.80235, 2.63033, 7.48196], [-5.07884, 2.66815, 8.64232], [-4.62357, 5.36312, 7.28065], [-5.29471, 5.02409, 8.86963], [-3.57797, 4.72970, 8.56459], [-6.41669, 2.26118, 6.74822], [-5.93254, 3.60450, 6.01095], [7.65087, 3.81023, -3.64870], [6.69047, 2.89767, -3.13808], [5.78692, 3.46451, -2.18413], [4.59419, 4.22187, -2.81024], [4.96300, 5.60303, -3.34558], [3.96777, 3.44376, -3.88930], [7.96830, 4.54074, -2.89946], [7.25308, 4.31467, -4.53151], [8.52657, 3.23664, -3.96580], [5.38647, 2.61392, -1.61796], [6.32699, 4.08901, -1.46084], [3.84946, 4.37222, -2.01931], [5.51175, 5.55711, -4.29025], [4.05802, 6.19252, -3.53318], [5.57302, 6.15400, -2.62203], [3.64063, 2.55688, -3.50390], [4.71233, 3.16561, -4.53511], [-3.62952, -9.03831, 1.56912], [-2.77863, -8.30626, 0.69965], [-2.98593, -6.89060, 0.72535], [-2.26797, -6.16391, 1.88494], [-2.96322, -6.33329, 3.23333], [-0.86946, -6.60028, 2.01127], [-4.62387, -8.59061, 1.65027], [-3.16770, -9.12757, 2.55441], [-3.73677, -10.04894, 1.16473], [-2.56801, -6.51577, -0.21766], [-4.05762, -6.65438, 0.70268], [-2.27290, -5.09193, 1.65336], [-2.80280, -7.32293, 3.66983], [-2.57829, -5.60278, 3.95434], [-4.04227, -6.17080, 3.14132], [-0.38524, -6.40009, 1.13516], [-0.87319, -7.62341, 2.05595]], "mulliken_charge": [-0.8505, -0.2524, -0.1987, -0.3710, -0.6541, -0.3946, 0.7313, 0.1070, -0.4869, -0.4146, 0.0405, -0.5346, 0.4218, -0.5462, 0.2750, -0.6096, -0.4055, -0.3369, -0.3603, -0.4736, -0.1325, 0.4553, -0.4899, -0.5185, -0.1427, -0.0506, 0.1740, -0.6247, -0.2517, -0.5994, 0.0950, 0.3484, 0.2289, 0.1914, 0.3547, 0.3120, 0.2209, 0.4097, -0.0102, 0.3148, -0.0301, 0.3049, 0.3136, 0.3033, 0.2722, 0.3507, 0.3618, 0.0814, 0.2802, 0.3111, 0.1760, 0.2108, 0.2520, 0.3214, 0.3434, 0.3638, 0.1805, 0.3498, -0.2222, 0.3006, 0.2740, -0.7345, -0.2507, -0.7665, 0.3614, -1.3823, -0.7406, 0.3450, 0.2431, 0.2128, 0.3293, 0.4190, 0.3975, 0.2789, 0.3492, 0.3399, 0.2715, 0.3269, -0.6716, -0.3858, -0.4930, 0.3361, -1.5349, -0.3305, 0.3003, 0.2371, 0.2601, 0.1159, 0.4634, 0.3856, 0.2877, 0.3655, 0.3634, -0.0354, 0.2932, -0.6362, -0.3994, -0.8421, 0.8704, -1.5708, -0.6150, 0.2905, 0.2258, 0.2578, 0.2655, 0.4606, 0.2098, 0.3224, 0.3340, 0.3667, 0.0965, 0.3360], "energy_ev": -79112.7757, "smiles": "CCOCCc1c(P(C)O)c(O)c2nc(CCCOC)c(P(O)O)nc2c1CCN.COC[C@@H](C)N.COC[C@@H](C)N.COC[C@@H](C)N", "lumo_energy_ev": -1.39, "multiplicity": 1, "charge": 0}

=====

Entry 3:
{"formula": "C7H6N2S", "method": "ωB97M-V/def2-TZVPD", "elements": ["C", "C", "C", "C", "C", "C", "C", "H", "H", "H", "H", "H", "H", "N", "N", "S"], "coordinates": [[-0.73016, -1.00343, -1.28264], [-0.58522, 1.05279, -0.35422], [-0.38814, 2.05271, 0.68562], [0.73126, 1.56710, 1.50673], [1.43316, 0.32913, 1.44240], [1.06927, -0.60373, 0.42235], [-0.02641, -0.23178, -0.37829], [-0.92021, -2.69547, -2.32502], [-0.61723, -2.66455, -0.38311], [-0.93603, 3.11836, 0.91504], [0.70236, 2.06927, 2.63026], [2.48145, 0.19237, 1.94888], [1.66741, -1.52876, 0.02068], [-0.31959, -2.28223, -1.46646], [-1.75222, -0.45465, -1.91807], [-1.80970, 1.08288, -1.46414]], "mulliken_charge": [-0.1117, 0.4220, -0.4323, -0.2546, -0.4422, -0.1195, 0.3497, 0.3476, 0.3374, 0.2584, 0.1997, 0.2713, 0.3385, -0.5522, -0.5885, -0.0236], "energy_ev": -21168.8978, "relative_energy_ev": 1.497, "lumo_energy_ev": 0.19, "multiplicity": 1, "charge": 0}

=====

Entry 4:
{"formula": "C8H13BF5N", "method": "ωB97M-V/def2-TZVPD", "elements": ["H", "N", "C", "C", "C", "B", "C", "C", "C", "C", "F", "F", "C", "F", "F", "F", "H", "H", "H", "H", "H", "H", "H", "H", "H", "H", "H", "H"], "coordinates": [[2.25994, -0.48051, 2.48760], [2.18606, 0.35461, 1.90339], [2.32678, 0.06089, 0.67729], [2.60577, -1.34455, 0.18301], [2.25090, 1.17872, -0.33778], [0.77356, 1.59415, -0.73708], [-0.19893, 0.66495, -1.55117], [-0.55147, -0.70003, -0.89136], [-2.05824, -0.91104, -0.66735], [-2.54124, -0.59485, 0.72611], [-1.90678, -1.36548, 1.64600], [-3.86196, -0.86934, 0.82339], [-2.36117, 0.86670, 1.18755], [-1.05980, 1.15621, 1.31231], [-2.89066, 1.70390, 0.28770], [-2.94839, 1.08034, 2.35967], [3.62093, -1.63088, 0.46645], [2.51064, -1.42872, -0.89964], [1.91158, -2.05121, 0.64193], [2.77634, 0.87270, -1.25125], [2.76133, 2.04810, 0.07672], [0.43296, 2.71348, -0.49690], [-1.11714, 1.20030, -1.80334], [0.30155, 0.46852, -2.50984], [-0.18655, -1.51708, -1.51395], [-0.04801, -0.80681, 0.06925], [-2.64750, -0.30895, -1.36127], [-2.34053, -1.95413, -0.82742]], "mulliken_charge": [0.2669, -0.7008, 0.8959, -1.3909, -0.7316, 0.0621, -0.9451, -0.2862, -1.0758, 0.7518, -0.2956, -0.3269, 0.6450, -0.2101, -0.2722, -0.2741, 0.4168, 0.3112, 0.3618, 0.3472, 0.3115, -0.1126, 0.3946, 0.3120, 0.5368, 0.2180, 0.4054, 0.3850], "energy_ev": -24260.8033, "smiles": "[H]/N=C(\\C)CBCCCC(F)(F)C(F)(F)F", "lumo_energy_ev": 0.62, "multiplicity": 1, "charge": 0}

=====

Entry 5:
{"formula": "H4N4", "method": "ωB97M-V/def2-TZVPD", "elements": ["N", "N", "N", "N", "H", "H", "H", "H"], "coordinates": [[0.65824, 0.27969, 0.02397], [-0.66026, 0.28172, -0.03336], [1.32490, -0.83498, 0.00985], [-1.32457, -0.83486, -0.00826], [1.07572, 1.20968, -0.11192], [-1.07516, 1.21535, 0.10625], [2.31551, -0.65333, -0.12811], [-2.31439, -0.66328, 0.14158]], "mulliken_charge": [0.2963, 0.2943, -0.7013, -0.7034, 0.2206, 0.2226, 0.1859, 0.1850], "energy_ev": -6020.4259, "relative_energy_ev": 4.519, "lumo_energy_ev": [0.69, 0.69], "multiplicity": 1, "charge": 0}

=====

Entry 6:
{"formula": "C4H27NO9", "method": "ωB97M-V/def2-TZVPD", "elements": ["C", "C", "C", "C", "N", "H", "H", "H", "H", "H", "H", "H", "H", "H", "H", "H", "O", "H", "H", "O", "H", "H", "O", "H", "H", "O", "H", "H", "O", "H", "H", "O", "H", "H", "O", "H", "H", "O", "H", "H", "O"], "coordinates": [[2.26985, 2.18911, -1.01379], [1.90746, 2.02461, 0.45644], [0.42795, 1.84414, 0.77754], [-0.24879, 0.76764, 0.45556], [2.56386, 0.77917, -1.49592], [3.17797, 2.78634, -1.14997], [1.45809, 2.57742, -1.64492], [2.34889, 2.84379, 1.01478], [2.36998, 1.11457, 0.86343], [0.08727, 2.71387, 1.33258], [-0.05255, -0.21673, 0.04477], [-1.19888, 0.68274, 0.97759], [1.64964, 0.35754, -1.57720], [3.08282, 0.79367, -2.36301], [-1.63036, 1.66987, -0.89550], [-2.49720, 2.52942, -1.80818], [-1.92327, 1.75320, -1.82125], [1.50270, -2.35607, 2.71742], [1.17360, -0.88487, 3.02239], [0.81402, -1.69628, 2.62378], [-0.56036, -2.78252, 2.08264], [-1.95585, -3.20052, 1.57635], [-1.34914, -3.30004, 2.31379], [1.36850, -2.56804, -2.47440], [2.68611, -1.94415, -1.91989], [1.75092, -1.78946, -2.05511], [1.62221, -1.71877, 0.39890], [1.62575, -2.94013, -0.42667], [1.66052, -2.67805, 0.50291], [-0.77410, 0.44933, -3.33707], [0.15912, -0.49900, -3.77627], [-0.10196, 0.39794, -4.04938], [-3.16236, 2.01173, 1.37015], [-3.90957, 1.77436, 0.05122], [-3.17944, 1.41970, 0.59297], [-3.35402, -1.21323, 0.03208], [-2.42251, -0.74121, -1.14155], [-3.05714, -1.42448, -0.87464], [-1.37153, -1.25284, 3.35498], [-1.90259, 0.09603, 3.64061], [-1.05559, -0.36978, 3.62182]], "lowdin_spin": [0.0042, 0.0052, 0.0355, 0.0304, 0.0019, 0.0001, 0.0030, 0.0015, 0.0008, 0.0247, 0.0067, 0.0198, 0.0021, 0.0010, 0.0147, 0.0401, 0.0922, 0.0016, 0.0035, 0.0087, 0.0023, 0.0048, 0.0145, 0.0033, 0.0020, 0.0111, 0.0013, 0.0013, 0.0050, 0.0075, 0.0029, 0.0146, 0.0971, 0.0774, 0.2765, 0.0254, 0.0160, 0.0446, 0.0060, 0.0304, 0.0580], "energy_ev": -24501.7066, "relative_energy_ev": 0.671, "lumo_energy_ev": [2.17, 2.07], "multiplicity": 2, "charge": -1, "s_squared": 0.75}

=====

Repeat the first record exactly.
{"formula": "C15H24O3", "method": "ωB97M-V/def2-TZVPD", "elements": ["C", "C", "C", "C", "C", "C", "C", "C", "C", "C", "C", "C", "C", "C", "O", "O", "C", "O", "H", "H", "H", "H", "H", "H", "H", "H", "H", "H", "H", "H", "H", "H", "H", "H", "H", "H", "H", "H", "H", "H", "H", "H"], "coordinates": [[3.60090, -0.29948, 1.17708], [3.49813, -0.45712, -0.35604], [2.55164, 0.54722, -1.06614], [2.29260, 1.86946, -0.31174], [0.88725, 1.86466, 0.35296], [-0.06901, 2.87326, -0.28741], [-1.55270, 2.68664, 0.06032], [-2.09687, 1.25874, -0.15848], [-2.04778, 0.41931, 1.12860], [-2.40916, -1.02632, 0.94182], [-1.99340, -1.92811, 0.08871], [-0.95119, -1.74926, -0.96607], [-0.45673, -3.06337, -1.62226], [-2.79328, -3.16479, 0.41316], [-2.92553, -4.16766, -0.14692], [-3.44307, -2.94926, 1.60732], [-3.42943, -1.60333, 1.88004], [-4.07161, -1.10694, 2.68677], [3.64918, -1.30263, 1.60355], [2.73976, 0.17927, 1.63483], [4.54606, 0.16761, 1.44457], [3.08739, -1.45242, -0.53727], [4.47385, -0.44775, -0.83148], [3.03126, 0.81654, -2.01039], [1.61973, 0.07365, -1.36183], [2.25262, 2.65252, -1.07135], [3.08430, 2.14545, 0.37929], [0.95322, 2.11659, 1.41602], [0.47850, 0.86083, 0.29372], [0.07738, 2.89892, -1.36982], [0.20913, 3.86802, 0.06980], [-1.78661, 3.01029, 1.07588], [-2.10579, 3.35849, -0.59822], [-1.52309, 0.82088, -0.97093], [-3.14343, 1.33453, -0.44901], [-1.09707, 0.52159, 1.64996], [-2.80636, 0.83038, 1.79692], [-1.30873, -1.05544, -1.72137], [-0.09767, -1.28856, -0.47092], [-0.95699, -3.93893, -1.23274], [-0.58159, -3.00815, -2.70037], [0.61423, -3.16533, -1.46055]], "mulliken_charge": [-1.1489, -0.3891, -0.5265, -1.0731, 0.6398, -0.9691, -1.0211, -0.3715, -0.2846, -0.0121, 0.4958, 0.7691, -1.2966, -0.0463, -0.4932, -0.3308, -0.0805, -0.4668, 0.4145, 0.2465, 0.2830, 0.1353, 0.4086, 0.4120, 0.2504, 0.4411, 0.4399, 0.3940, -0.6076, 0.4192, 0.3863, 0.4233, 0.3290, -0.0906, 0.4507, 0.4041, 0.5344, 0.2896, -0.3227, 0.3958, 0.2990, 0.2697], "energy_ev": -22086.5052, "relative_energy_ev": 0.000, "smiles": "CCCCCCCCCC1=C(CC)C(=O)OC1=O", "lumo_energy_ev": -0.20, "multiplicity": 1, "charge": 0}